40
Properties=species:S:1:pos:R:3 method="wB97M-V/def2-TZVPD" de_lowest_ev=0.111 lumo_energy_ev=-0.654 homo_lumo_gap_ev=8.32 smiles="O=C(/C=C/c1cc([N+](=O)[O-])ccc1OC(F)F)Nc1cccc(OC(F)F)c1" e_tot_ev=-41908.884
O -2.2364 3.8020 0.0554
C -1.5608 2.8843 -0.3587
C -1.2445 1.6988 0.4766
C 0.0000 1.2560 0.6500
C 0.4026 0.0933 1.4307
C 1.5051 -0.6258 0.9858
C 1.9035 -1.7854 1.6318
N 3.0247 -2.5306 1.1176
O 3.3518 -3.5348 1.7111
O 3.5685 -2.1095 0.1190
C 1.2312 -2.2391 2.7577
C 0.1520 -1.5203 3.2340
C -0.2680 -0.3700 2.5787
O -1.3358 0.4011 3.0108
C -1.9375 0.1712 4.1877
F -2.5524 -1.0357 4.2427
F -1.0782 0.1822 5.2330
N -1.0101 2.9398 -1.6104
C -0.3370 1.9612 -2.3445
C 0.6617 2.3509 -3.2313
C 1.3492 1.3987 -3.9625
C 1.0575 0.0564 -3.8179
C 0.0403 -0.3262 -2.9519
O -0.1959 -1.7037 -2.8907
C -1.0437 -2.2201 -2.0030
F -2.3233 -1.7944 -2.1575
F -0.7290 -1.9053 -0.7150
C -0.6725 0.6118 -2.2293
H -2.0819 1.2768 1.0093
H 0.8102 1.7238 0.1038
H 2.0494 -0.2999 0.1119
H 1.5578 -3.1424 3.2485
H -0.3571 -1.8761 4.1148
H -2.6962 0.9530 4.3479
H -1.1052 3.8440 -2.0580
H 0.9013 3.3980 -3.3389
H 2.1270 1.7058 -4.6439
H 1.5912 -0.7022 -4.3647
H -1.0346 -3.3168 -2.0993
H -1.4845 0.3291 -1.5812